Formula: C4H16LiN4O6
Source: the Open Molecules 2025 dataset
Level of theory: the ωB97M-V functional and the def2-TZVPD basis

## Properties
lowest unoccupied orbital energy (spin up / spin down)	-0.111 / -0.114	eV
largest force on an atom	0.140	hartree/bohr
HOMO energy (spin up / spin down)	-6.50 / -6.46	eV
<S²>	0.755
frontier orbital gap (spin up / spin down)	6.389 / 6.347	eV

```
! RIJCOSX wB97M-V def2-TZVPD def2/J DEFGRID3
* xyz 0 2
Li -0.041 -0.137 -0.071
O 0.668 -0.792 -2.043
C 0.924 -2.207 -2.290
C 0.642 -2.888 -3.636
O -0.763 -2.967 -3.969
H 0.367 -2.691 -1.488
H 1.960 -2.451 -2.054
H 1.054 -3.897 -3.666
H 1.189 -2.323 -4.391
C -1.837 2.044 0.454
O -0.848 1.745 -0.183
N -2.126 1.657 1.682
N -2.698 2.977 0.117
H -1.467 1.021 2.108
H -2.806 2.142 2.251
H -2.708 3.249 -0.856
H -3.578 3.225 0.546
C 1.539 -0.221 2.482
O 0.552 -0.100 1.804
N 1.487 0.159 3.677
N 2.710 -0.598 2.104
H 0.577 0.326 4.083
H 2.290 -0.085 4.239
H 2.834 -1.047 1.207
H 3.563 -0.493 2.633
O -1.809 -1.360 0.319
H -2.071 -1.417 -0.600
H -2.634 -1.350 0.803
O 0.872 3.092 -2.004
H 0.435 2.302 -1.686
H 1.726 3.085 -1.570
*
```

Formula: C4H16N2O2
Source: the Open Molecules 2025 dataset
Level of theory: the ωB97M-V functional and the def2-TZVPD basis

## Properties
lowest unoccupied orbital energy	0.480	eV
largest force on an atom	0.112	hartree/bohr
HOMO energy	-8.52	eV
relative energy (zero: lowest compared OMol25 entry of this formula, charge and spin)	76.6	kcal per mole
frontier orbital gap	8.999	eV

```
! RIJCOSX wB97M-V def2-TZVPD def2/J DEFGRID3
* xyz 0 1
C 0.531 2.801 1.015
N -0.519 1.793 0.601
C -0.034 1.038 -0.703
C 0.391 1.774 -1.861
C 1.046 -0.064 -0.303
N 1.066 -1.048 -1.327
H 1.590 2.352 1.217
H 0.542 3.518 0.118
H 0.490 3.602 1.689
H -1.343 2.229 0.423
H -0.985 0.457 -0.812
H 0.410 1.263 -2.815
H 1.375 2.033 -1.592
H -0.363 2.588 -2.270
H 2.101 0.504 -0.240
H 0.613 -0.505 0.544
H 1.432 -1.949 -1.116
H 1.071 -0.859 -2.313
O -1.934 -1.109 3.008
H -1.724 -1.596 2.271
H -1.705 -1.706 3.798
O -1.033 -5.911 0.209
H -1.729 -6.066 0.782
H -1.288 -5.138 -0.323
*
```

Formula: C4H16N2O2
Source: the Open Molecules 2025 dataset
Level of theory: the ωB97M-V functional and the def2-TZVPD basis

## Properties
lowest unoccupied orbital energy	-6.600	eV
largest force on an atom	0.050	hartree/bohr
HOMO energy	-17.96	eV
relative energy (zero: lowest compared OMol25 entry of this formula, charge and spin)	21.0	kcal per mole
frontier orbital gap	11.357	eV

```
! RIJCOSX wB97M-V def2-TZVPD def2/J DEFGRID3
* xyz 2 1
C 0.708 -2.034 0.170
O 1.586 -0.964 -0.163
C -0.743 -1.582 -0.157
C -1.099 -0.341 0.677
C -1.131 1.033 -0.089
N 0.168 1.661 -0.326
N -1.621 -2.779 0.146
H 1.098 -2.882 -0.401
H 0.816 -2.318 1.214
H 2.455 -1.056 0.241
H -0.932 -1.380 -1.213
H -0.501 -0.186 1.576
H -2.153 -0.457 0.975
H -1.849 1.642 0.462
H -1.687 0.940 -1.031
H 0.901 0.925 -0.297
H 0.434 2.324 0.404
H 0.362 2.121 -1.213
H -1.091 -3.610 0.425
H -2.275 -2.601 0.916
H -2.247 -2.996 -0.629
H 2.529 3.882 0.130
H 1.888 5.024 -0.660
O 1.719 4.172 -0.283
*
```

Formula: C4H16N4Pd
Source: the Open Molecules 2025 dataset
Level of theory: the ωB97M-V functional and the def2-TZVPD basis

## Properties
lowest unoccupied orbital energy	-8.121	eV
largest force on an atom	0.017	hartree/bohr
HOMO energy	-18.16	eV
relative energy (zero: lowest compared OMol25 entry of this formula, charge and spin)	2.0	kcal per mole
frontier orbital gap	10.039	eV

```
! RIJCOSX wB97M-V def2-TZVPD def2/J DEFGRID3
* xyz 2 1
Pd 0.000 0.411 -0.846
N 2.044 0.075 -0.736
C 2.372 -0.253 0.686
C 1.289 -1.198 1.182
N 0.002 -0.485 0.981
C -1.286 -1.197 1.183
C -2.369 -0.251 0.689
N -2.044 0.079 -0.733
H 2.192 -0.778 -1.279
H 2.682 0.759 -1.135
H 2.374 0.677 1.257
H 3.359 -0.705 0.775
H 1.447 -1.453 2.231
H 1.259 -2.123 0.605
H 0.002 0.320 1.611
H -1.443 -1.453 2.232
H -1.258 -2.122 0.605
H -2.371 0.677 1.261
H -3.356 -0.704 0.778
H -2.680 0.767 -1.129
H -2.195 -0.772 -1.278
N -0.004 2.179 -2.091
H -0.125 2.067 -3.097
H 0.863 2.696 -1.974
H -0.754 2.790 -1.780
*
```

Formula: C4H16NO2
Source: the Open Molecules 2025 dataset
Level of theory: the ωB97M-V functional and the def2-TZVPD basis

## Properties
lowest unoccupied orbital energy	-2.963	eV
largest force on an atom	0.064	hartree/bohr
HOMO energy	-15.12	eV
relative energy (zero: lowest compared OMol25 entry of this formula, charge and spin)	25.8	kcal per mole
frontier orbital gap	12.155	eV

```
! RIJCOSX wB97M-V def2-TZVPD def2/J DEFGRID3
* xyz 1 1
C -0.898 -0.131 -0.546
C -1.420 -0.109 0.980
C -2.755 0.669 0.997
C -1.608 -1.532 1.570
N 0.395 -0.915 -0.446
H -1.669 -0.621 -1.171
H -0.773 0.892 -0.847
H -0.536 0.373 1.410
H -2.690 1.712 1.340
H -3.263 0.763 0.002
H -3.471 0.291 1.706
H -2.423 -2.070 1.132
H -1.652 -1.371 2.647
H -0.604 -1.973 1.576
H 0.702 -0.963 0.532
H 0.349 -1.797 -0.967
H 1.130 -0.429 -0.991
H 3.252 -0.813 -2.321
H 3.343 0.609 -1.652
O 2.882 -0.257 -1.632
H 4.563 2.620 -0.678
H 3.303 2.878 -1.511
O 3.841 2.173 -1.130
*
```

Formula: C4H16NO2
Source: the Open Molecules 2025 dataset
Level of theory: the ωB97M-V functional and the def2-TZVPD basis

## Properties
lowest unoccupied orbital energy	-2.815	eV
largest force on an atom	0.092	hartree/bohr
HOMO energy	-15.42	eV
relative energy (zero: lowest compared OMol25 entry of this formula, charge and spin)	44.9	kcal per mole
frontier orbital gap	12.605	eV

```
! RIJCOSX wB97M-V def2-TZVPD def2/J DEFGRID3
* xyz 1 1
C 1.707 -1.313 -0.046
C 1.212 -0.294 1.029
N -0.029 0.464 0.529
C -1.435 0.010 0.641
C -1.735 -1.268 1.465
H 2.830 -1.430 0.197
H 1.454 -1.097 -1.125
H 1.151 -2.343 0.158
H 1.011 -0.637 2.021
H 1.903 0.542 1.176
H 0.046 0.447 -0.530
H -0.067 1.408 0.746
H -1.888 0.099 -0.349
H -1.844 0.928 1.120
H -1.575 -1.093 2.650
H -2.790 -1.417 1.268
H -1.228 -2.232 1.107
H -1.052 -0.666 -3.519
H 0.352 -0.168 -3.441
O -0.410 -0.319 -2.885
H 0.454 3.666 -1.412
H 1.385 3.553 -0.259
O 0.546 3.159 -0.541
*
```

Formula: C4H16NO2
Source: the Open Molecules 2025 dataset
Level of theory: the ωB97M-V functional and the def2-TZVPD basis

## Properties
lowest unoccupied orbital energy (spin up / spin down)	-6.745 / -14.314	eV
largest force on an atom	0.047	hartree/bohr
HOMO energy (spin up / spin down)	-18.60 / -18.60	eV
relative energy (zero: lowest compared OMol25 entry of this formula, charge and spin)	11.9	kcal per mole
<S²>	0.753
frontier orbital gap (spin up / spin down)	11.855 / 4.285	eV

```
! RIJCOSX wB97M-V def2-TZVPD def2/J DEFGRID3
* xyz 2 2
C 0.160 0.311 0.479
C 1.253 -0.570 1.056
C 0.553 -1.586 1.995
C 2.184 -1.134 -0.062
N 0.547 1.567 -0.230
H -0.424 -0.307 -0.212
H -0.558 0.584 1.254
H 1.977 -0.127 1.838
H 0.428 -2.537 1.450
H 1.142 -1.851 2.890
H -0.354 -1.163 2.419
H 2.232 -2.214 0.152
H 3.224 -0.793 -0.103
H 1.703 -0.901 -1.012
H 0.595 2.387 0.381
H 1.535 1.582 -0.508
H -0.124 1.685 -1.034
H -1.131 1.585 -2.940
H -2.036 0.804 -1.932
O -1.095 0.949 -2.211
H -4.136 1.335 -1.063
H -4.119 -0.182 -1.404
O -3.555 0.574 -1.202
*
```

Formula: C4H16NO3
Source: the Open Molecules 2025 dataset
Level of theory: the ωB97M-V functional and the def2-TZVPD basis

## Properties
lowest unoccupied orbital energy	-5.254	eV
largest force on an atom	0.155	hartree/bohr
HOMO energy	-13.74	eV
relative energy (zero: lowest compared OMol25 entry of this formula, charge and spin)	85.8	kcal per mole
frontier orbital gap	8.486	eV

```
! RIJCOSX wB97M-V def2-TZVPD def2/J DEFGRID3
* xyz 1 1
C -1.976 2.018 -2.010
C -1.159 0.777 -1.627
C 0.010 1.106 -0.496
C 2.012 0.068 0.336
N 1.163 0.143 -0.718
H -2.935 2.112 -1.614
H -2.104 2.181 -3.131
H -1.328 2.976 -1.724
H -1.000 0.302 -2.711
H -1.787 0.031 -1.154
H -0.398 0.891 0.579
H 0.419 2.180 -0.450
H 1.727 0.651 1.268
H 3.051 -0.253 0.254
H 1.242 -0.410 -1.504
H 2.556 2.296 2.628
H 3.004 1.402 4.021
O 2.756 1.426 3.032
H -2.844 -1.648 4.957
H -2.290 -2.794 4.178
O -2.580 -1.895 4.072
H 0.471 -3.559 -4.118
H -0.873 -3.289 -3.485
O 0.027 -3.016 -3.378
*
```

Formula: C4H16NO3
Source: the Open Molecules 2025 dataset
Level of theory: the ωB97M-V functional and the def2-TZVPD basis

## Properties
lowest unoccupied orbital energy	-2.859	eV
largest force on an atom	0.098	hartree/bohr
HOMO energy	-14.67	eV
relative energy (zero: lowest compared OMol25 entry of this formula, charge and spin)	55.3	kcal per mole
frontier orbital gap	11.812	eV

```
! RIJCOSX wB97M-V def2-TZVPD def2/J DEFGRID3
* xyz 1 1
O -0.321 -0.946 -2.003
C -0.873 0.272 -1.600
C -0.479 0.455 -0.126
N 1.017 0.043 -0.064
C 1.514 -0.319 1.320
C -0.883 1.890 0.222
H -0.722 -1.428 -2.704
H -1.963 0.289 -1.923
H -0.403 1.012 -2.143
H -1.009 -0.326 0.584
H 1.156 -0.850 -0.768
H 1.582 0.844 -0.473
H 2.507 -0.831 1.247
H 0.691 -0.531 1.982
H 1.801 0.749 1.862
H -1.569 1.942 1.055
H -0.075 2.604 0.423
H -1.371 2.412 -0.592
H 1.593 -2.065 -2.471
H 1.459 -3.040 -1.295
O 1.996 -2.213 -1.489
H -1.295 0.235 3.438
H -2.492 -0.442 2.905
O -1.860 0.244 2.612
*
```

Formula: C4H16NO3
Source: the Open Molecules 2025 dataset
Level of theory: the ωB97M-V functional and the def2-TZVPD basis

## Properties
lowest unoccupied orbital energy (spin up / spin down)	-8.643 / -12.768	eV
largest force on an atom	0.236	hartree/bohr
HOMO energy (spin up / spin down)	-18.39 / -18.39	eV
relative energy (zero: lowest compared OMol25 entry of this formula, charge and spin)	61.0	kcal per mole
<S²>	0.752
frontier orbital gap (spin up / spin down)	9.748 / 5.623	eV

```
! RIJCOSX wB97M-V def2-TZVPD def2/J DEFGRID3
* xyz 2 2
C 0.336 0.022 0.854
C -0.315 -0.440 2.130
C 0.524 -1.475 2.747
C 1.387 -2.282 2.092
N -0.436 1.018 -0.030
H 1.418 0.402 1.162
H 0.445 -1.005 0.220
H -0.221 0.345 2.886
H -1.458 -0.803 2.077
H 0.393 -1.703 3.823
H 1.868 -3.107 2.455
H 1.684 -1.914 1.128
H -1.293 0.572 -0.546
H -0.551 1.886 0.500
H 0.130 1.242 -0.885
H 0.059 0.310 -3.081
H -1.126 0.937 -3.686
O -0.695 0.808 -2.903
H 2.974 1.178 -2.081
H 3.100 -0.185 -1.551
O 2.536 0.288 -1.928
H -3.865 0.808 -0.642
H -3.047 1.190 -1.925
O -2.973 1.125 -0.990
*
```

Formula: C4H16NO4
Source: the Open Molecules 2025 dataset
Level of theory: the ωB97M-V functional and the def2-TZVPD basis

## Properties
lowest unoccupied orbital energy	3.815	eV
largest force on an atom	0.069	hartree/bohr
HOMO energy	-3.59	eV
relative energy (zero: lowest compared OMol25 entry of this formula, charge and spin)	16.6	kcal per mole
frontier orbital gap	7.407	eV

```
! RIJCOSX wB97M-V def2-TZVPD def2/J DEFGRID3
* xyz -1 1
C 1.076 -0.014 1.986
N 0.666 -1.396 1.738
C 1.467 -1.898 0.620
C -0.748 -1.286 1.315
C -1.284 -0.108 0.472
O -0.547 0.084 -0.688
H 1.940 0.196 2.646
H 0.341 0.451 2.650
H 1.288 0.533 1.066
H 1.200 -2.939 0.444
H 2.535 -1.721 0.777
H 1.330 -1.320 -0.304
H -1.089 -2.235 0.886
H -1.339 -1.360 2.238
H -1.320 0.757 1.152
H -2.251 -0.427 0.049
H -1.982 2.031 -1.177
H -2.634 0.975 -2.134
O -2.745 1.776 -1.629
H 0.850 0.459 -3.514
H 0.448 0.204 -2.031
O 1.219 0.253 -2.659
H 1.119 2.156 -1.749
H -0.001 2.085 -0.800
O 0.460 2.746 -1.354
*
```

Formula: C4H16O3
Source: the Open Molecules 2025 dataset
Level of theory: the ωB97M-V functional and the def2-TZVPD basis

## Properties
lowest unoccupied orbital energy	0.533	eV
largest force on an atom	0.038	hartree/bohr
HOMO energy	-11.38	eV
relative energy (zero: lowest compared OMol25 entry of this formula, charge and spin)	27.4	kcal per mole
frontier orbital gap	11.910	eV

```
! RIJCOSX wB97M-V def2-TZVPD def2/J DEFGRID3
* xyz 0 1
C -1.472 -0.053 0.589
C -0.138 0.001 -0.197
C -0.202 1.229 -1.185
C 1.082 0.098 0.692
H -2.004 -0.908 0.168
H -1.447 -0.081 1.668
H -2.003 0.815 0.231
H -0.027 -0.847 -0.886
H -0.577 2.122 -0.639
H -0.789 0.975 -2.064
H 0.763 1.594 -1.513
H 0.743 -0.124 1.708
H 1.895 -0.604 0.544
H 1.557 1.083 0.746
O -2.283 3.072 1.628
H -2.652 2.545 0.910
H -1.690 3.708 1.258
O 1.313 -3.489 0.498
H 0.829 -3.593 1.350
H 1.173 -2.532 0.402
O 2.043 -1.756 -2.329
H 1.562 -0.986 -2.016
H 2.324 -2.267 -1.566
*
```